# C31H17Br4FeN8O2S2

C31H17Br4FeN8O2S2 as an isolated structure (the ωB97M-V functional and the def2-TZVPD basis, the OMol25 dataset).

Last column: Löwdin spin population.
Geometry (Å):
Fe: 0.024 -0.958 0.594  0.943
S: 3.954 -7.092 1.907  0.000
N: 3.388 -6.503 0.516  0.000
C: 2.716 -5.406 0.809  0.000
C: 2.019 -4.564 -0.149  0.000
C: 1.936 -4.811 -1.517  0.000
C: 1.217 -3.939 -2.305  0.000
C: 0.613 -2.832 -1.717  -0.001
N: 0.709 -2.573 -0.422  -0.007
C: 1.387 -3.431 0.356  -0.001
C: 1.395 -3.121 1.779  -0.001
N: 0.719 -2.019 2.128  -0.010
C: 0.651 -1.664 3.400  -0.001
C: 1.272 -2.413 4.399  0.000
C: 1.974 -3.547 4.056  0.000
C: 2.040 -3.921 2.714  0.000
C: 2.728 -5.093 2.201  0.000
N: 3.408 -5.964 2.923  0.000
H: 2.423 -5.682 -1.935  0.000
H: 1.115 -4.100 -3.368  0.000
H: 0.027 -2.137 -2.305  0.000
H: 0.095 -0.756 3.600  0.000
H: 1.197 -2.092 5.427  0.000
H: 2.470 -4.152 4.804  0.000
Br: 1.336 5.488 2.178  0.001
C: 1.522 3.696 1.618  0.005
C: 2.643 3.288 0.904  0.001
Br: 4.005 4.517 0.468  0.000
C: 2.758 1.955 0.492  0.005
Br: 4.280 1.296 -0.407  0.001
C: 1.743 1.048 0.750  -0.001
O: 1.753 -0.219 0.357  0.024
C: 0.605 1.462 1.475  0.001
O: -0.316 0.529 1.700  0.006
C: 0.516 2.770 1.918  0.001
Br: -1.009 3.211 2.937  0.000
S: -2.016 -1.848 0.780  0.031
C: -2.785 -0.528 -0.102  -0.013
N: -4.056 -0.439 -0.131  0.037
N: -4.710 0.519 -0.811  0.023
C: -4.410 1.906 -0.893  0.001
C: -3.590 2.572 0.015  0.002
C: -3.430 3.944 -0.089  0.000
C: -4.075 4.667 -1.086  0.002
C: -4.893 4.001 -1.982  0.000
C: -5.058 2.626 -1.889  0.002
N: -2.004 0.329 -0.892  -0.006
N: -0.779 0.149 -0.848  -0.034
C: -0.035 1.038 -1.703  -0.001
C: -0.430 2.368 -1.799  -0.003
C: 0.312 3.244 -2.571  0.000
C: 1.432 2.791 -3.256  -0.003
C: 1.815 1.462 -3.156  0.000
C: 1.094 0.582 -2.365  -0.003
H: -5.698 0.329 -0.781  0.000
H: -3.072 2.034 0.800  0.000
H: -2.788 4.450 0.620  0.000
H: -3.937 5.738 -1.159  0.000
H: -5.401 4.545 -2.768  0.000
H: -5.683 2.100 -2.601  0.000
H: -1.293 2.708 -1.244  0.000
H: 0.020 4.285 -2.626  0.000
H: 2.019 3.478 -3.851  0.000
H: 2.701 1.113 -3.668  0.000
H: 1.436 -0.433 -2.231  0.000

The energy relative to the best compared isomer or geometry (same formula, charge and spin) is 0.0 kcal per mole. The expectation value of S² is 0.775. The HOMO-LUMO gap (spin up / spin down) is 5.96 / 5.92 eV. The calculation puts the energy at -14136.26057 hartree. The HOMO energy (spin up / spin down) comes out at -7.212 / -7.170 eV. Its multiplicity is 2. For the lowest unoccupied orbital energy (spin up / spin down), the calculation gives -1.3 / -1.3 eV.

***

# C21H36F2KNO25S2

C21H36F2KNO25S2 as an isolated structure at a distorted geometry (the ωB97M-V functional and the def2-TZVPD basis, the OMol25 dataset).

Last column: Löwdin charge in e.
Geometry (Å):
K: -1.369 -4.955 -0.465  0.923
N: -0.704 -2.430 0.325  -0.396
S: -1.952 -1.675 0.904  0.444
O: -2.532 -0.716 0.028  -0.252
O: -1.968 -1.447 2.303  -0.228
F: -3.002 -2.934 0.745  -0.274
S: 0.556 -1.382 0.672  0.515
O: 1.146 -1.616 1.935  -0.224
O: 0.406 -0.078 0.147  -0.232
F: 1.546 -2.111 -0.341  -0.180
C: -1.027 -2.298 -4.368  -0.103
C: -0.287 -1.891 -3.055  -0.113
O: 0.941 -1.361 -3.518  0.035
C: 1.048 -1.498 -4.870  -0.542
O: 2.022 -1.248 -5.491  0.183
O: -0.029 -2.156 -5.360  0.074
H: -1.897 -1.653 -4.480  0.129
H: -1.369 -3.334 -4.353  0.119
H: -0.196 -2.668 -2.303  0.087
H: -0.862 -1.041 -2.679  0.128
C: -2.497 2.761 -1.691  -0.086
C: -1.011 2.432 -1.547  -0.123
O: -0.567 2.374 -2.882  0.068
C: -1.609 2.011 -3.658  -0.573
O: -1.533 1.572 -4.765  0.149
O: -2.766 2.173 -2.981  0.063
H: -2.709 3.827 -1.642  0.136
H: -3.088 2.238 -0.949  0.108
H: -0.914 1.463 -1.052  0.107
H: -0.491 3.158 -0.936  0.115
C: 3.938 0.640 -1.610  -0.083
C: 2.600 0.810 -2.334  -0.105
O: 2.262 2.160 -2.040  0.066
C: 2.839 2.493 -0.868  -0.559
O: 2.534 3.421 -0.195  0.162
O: 3.817 1.603 -0.552  0.035
H: 4.847 0.850 -2.165  0.136
H: 3.963 -0.390 -1.249  0.115
H: 1.796 0.210 -1.918  0.095
H: 2.722 0.597 -3.393  0.132
C: -8.271 0.078 1.719  -0.028
O: -7.111 -0.590 1.239  -0.008
C: -7.086 -0.912 -0.046  -0.619
O: -7.987 -0.783 -0.831  0.130
O: -5.870 -1.384 -0.325  -0.006
C: -5.752 -2.153 -1.523  -0.030
H: -8.404 -0.250 2.751  0.095
H: -9.147 -0.211 1.145  0.094
H: -8.116 1.155 1.767  0.099
H: -6.687 -2.693 -1.674  0.097
H: -4.940 -2.851 -1.335  0.076
H: -5.551 -1.560 -2.413  0.101
C: 0.998 -0.616 4.914  -0.035
O: 2.337 -0.301 4.516  0.000
C: 2.495 0.906 3.992  -0.609
O: 1.689 1.800 4.031  0.119
O: 3.667 0.932 3.353  -0.006
C: 4.019 2.130 2.653  -0.015
H: 0.764 -0.196 5.889  0.097
H: 0.909 -1.697 4.922  0.092
H: 0.314 -0.225 4.162  0.086
H: 4.469 1.833 1.707  0.076
H: 4.788 2.636 3.236  0.100
H: 3.167 2.758 2.416  0.080
C: 4.681 -1.484 1.455  -0.012
O: 5.365 -1.883 0.253  -0.012
C: 6.693 -1.945 0.290  -0.610
O: 7.423 -1.462 1.108  0.131
O: 7.092 -2.589 -0.819  -0.001
C: 8.484 -2.868 -0.895  -0.049
H: 4.242 -2.310 2.002  0.103
H: 3.889 -0.824 1.097  0.073
H: 5.329 -0.840 2.045  0.093
H: 8.952 -2.999 0.079  0.093
H: 8.992 -2.092 -1.462  0.097
H: 8.595 -3.839 -1.380  0.092
C: -4.487 1.349 1.912  -0.037
O: -3.080 1.346 2.111  -0.017
C: -2.444 2.480 1.818  -0.615
O: -2.935 3.451 1.297  0.119
O: -1.170 2.313 2.155  0.016
C: -0.293 3.415 1.973  -0.029
H: -4.685 1.558 0.856  0.094
H: -5.029 2.051 2.540  0.102
H: -4.823 0.323 2.037  0.086
H: 0.698 3.136 2.317  0.069
H: -0.583 4.226 2.646  0.107
H: -0.209 3.770 0.953  0.074

The HOMO-LUMO gap is 8.49 eV. The calculation puts the energy at -4353.66024 hartree. The HOMO energy comes out at -10.361 eV. Its multiplicity is 1. For the lowest unoccupied orbital energy, the calculation gives -1.9 eV.

***

# C22H36N4O3

An isolated molecule of C22H36N4O3 (the ωB97M-V functional and the def2-TZVPD basis, the OMol25 dataset).

Last column: Löwdin charge in e.
Geometry (Å):
C: -2.359 2.036 0.916  -0.104
O: -1.581 1.839 -0.238  -0.198
C: -2.280 2.184 -1.415  -0.247
C: -1.411 1.869 -2.614  -0.167
C: -1.104 0.380 -2.747  -0.199
C: -0.191 0.068 -3.932  -0.103
C: 1.152 0.785 -3.926  -0.491
O: 1.603 1.317 -4.929  0.044
N: 1.798 0.776 -2.734  0.123
C: 3.101 1.391 -2.530  -0.295
C: 3.006 2.526 -1.506  -0.128
C: 2.460 2.001 -0.180  -0.124
C: 3.211 0.755 0.330  -0.254
N: 2.441 0.115 1.413  -0.045
C: 2.997 0.207 2.752  -0.040
C: 1.192 -0.332 1.133  -0.367
O: 0.791 -0.446 -0.030  0.011
C: 0.255 -0.633 2.233  -0.116
C: 0.060 -0.088 3.482  -0.100
N: -1.111 -0.518 4.026  0.118
C: -1.641 -1.318 3.121  -0.297
N: -0.865 -1.419 2.015  0.049
C: -1.222 -2.176 0.813  -0.106
C: -2.313 -3.185 1.138  -0.143
C: -3.460 -2.542 1.913  -0.386
C: -4.633 -3.494 2.091  -0.072
C: -2.924 -2.069 3.264  -0.082
C: 3.641 -0.278 -0.727  -0.130
C: 4.121 0.365 -2.028  -0.130
H: -1.759 1.739 1.774  0.079
H: -2.650 3.087 1.028  0.089
H: -3.270 1.425 0.890  0.086
H: -3.222 1.616 -1.464  0.124
H: -2.540 3.251 -1.395  0.123
H: -1.915 2.228 -3.515  0.124
H: -0.479 2.436 -2.524  0.116
H: -0.673 0.014 -1.813  0.077
H: -2.042 -0.169 -2.881  0.118
H: 0.016 -1.005 -3.967  0.122
H: -0.666 0.336 -4.875  0.118
H: 1.359 0.311 -1.944  0.102
H: 3.404 1.784 -3.499  0.141
H: 4.002 2.960 -1.375  0.117
H: 2.354 3.318 -1.879  0.118
H: 2.517 2.776 0.589  0.120
H: 1.403 1.771 -0.307  0.097
H: 4.128 1.116 0.802  0.142
H: 2.542 -0.529 3.407  0.083
H: 4.065 -0.002 2.701  0.093
H: 2.862 1.202 3.184  0.096
H: 0.690 0.615 4.002  0.102
H: -1.556 -1.472 0.050  0.120
H: -0.329 -2.662 0.428  0.128
H: -2.675 -3.613 0.201  0.122
H: -1.901 -4.010 1.730  0.129
H: -3.800 -1.664 1.351  0.143
H: -4.318 -4.396 2.622  0.083
H: -5.434 -3.030 2.668  0.080
H: -5.044 -3.798 1.127  0.079
H: -2.755 -2.939 3.909  0.130
H: -3.643 -1.432 3.781  0.126
H: 4.429 -0.904 -0.300  0.117
H: 2.807 -0.939 -0.950  0.101
H: 4.282 -0.412 -2.778  0.118
H: 5.078 0.875 -1.881  0.116

The energy relative to the best compared isomer or geometry (same formula, charge and spin) is 1.5 kcal per mole. The HOMO-LUMO gap is 9.42 eV. The calculation puts the energy at -1304.72040 hartree. The HOMO energy comes out at -8.760 eV. Its multiplicity is 1. For the lowest unoccupied orbital energy, the calculation gives 0.7 eV.

***

# C38H38ClN2OP2Pb

C38H38ClN2OP2Pb as an isolated structure at a distorted geometry (the ωB97M-V functional and the def2-TZVPD basis, the OMol25 dataset).

Last column: Löwdin charge in e.
Geometry (Å):
Pb: -0.212 -0.012 -0.218  1.065
Cl: 0.257 -0.069 -2.680  0.107
P: -0.140 2.439 -0.375  0.933
P: -0.151 -2.466 -0.263  0.941
C: -0.018 3.267 1.199  -0.372
C: -1.648 3.005 -1.128  -0.390
C: 1.253 2.965 -1.364  -0.396
C: 1.427 -3.192 -0.627  -0.362
C: -0.700 -3.194 1.273  -0.379
C: -1.331 -2.930 -1.526  -0.408
C: 1.075 4.090 1.491  -0.043
C: 1.119 4.780 2.699  -0.027
C: 0.080 4.658 3.620  -0.021
C: -1.010 3.834 3.332  -0.045
C: -1.061 3.136 2.132  -0.106
H: 1.884 4.192 0.768  0.114
H: 1.974 5.422 2.917  0.130
H: 0.119 5.201 4.565  0.131
H: -1.826 3.730 4.049  0.125
H: -1.917 2.493 1.905  0.110
C: 2.540 2.465 -1.090  -0.108
C: 3.636 2.962 -1.791  -0.040
C: 3.456 3.934 -2.779  -0.014
C: 2.176 4.411 -3.061  -0.020
C: 1.072 3.930 -2.359  -0.038
H: 2.664 1.687 -0.332  0.108
H: 4.633 2.578 -1.573  0.126
H: 4.314 4.312 -3.334  0.132
H: 2.029 5.162 -3.838  0.131
H: 0.071 4.296 -2.583  0.118
C: -2.076 4.304 -0.825  -0.067
C: -3.220 4.820 -1.428  -0.023
C: -3.944 4.047 -2.338  -0.016
C: -3.520 2.751 -2.642  -0.037
C: -2.380 2.226 -2.039  -0.101
H: -1.519 4.906 -0.106  0.123
H: -3.547 5.831 -1.183  0.130
H: -4.841 4.454 -2.807  0.131
H: -4.082 2.143 -3.352  0.126
H: -2.038 1.218 -2.283  0.034
C: -1.895 -3.918 1.334  -0.050
C: -2.272 -4.530 2.525  -0.029
C: -1.466 -4.427 3.658  -0.021
C: -0.274 -3.704 3.599  -0.045
C: 0.109 -3.087 2.417  -0.109
H: -2.522 -4.004 0.445  0.116
H: -3.205 -5.095 2.565  0.130
H: -1.766 -4.909 4.590  0.131
H: 0.362 -3.616 4.482  0.124
H: 1.044 -2.521 2.368  0.114
C: 2.422 -2.521 -1.357  -0.085
C: 3.615 -3.170 -1.663  -0.034
C: 3.833 -4.483 -1.239  -0.014
C: 2.848 -5.149 -0.506  -0.023
C: 1.650 -4.508 -0.200  -0.070
H: 2.242 -1.499 -1.696  0.034
H: 4.382 -2.646 -2.235  0.125
H: 4.771 -4.986 -1.476  0.132
H: 3.012 -6.172 -0.167  0.131
H: 0.887 -5.027 0.383  0.124
C: -1.096 -4.070 -2.299  -0.040
C: -2.047 -4.476 -3.235  -0.019
C: -3.226 -3.749 -3.403  -0.015
C: -3.457 -2.604 -2.635  -0.039
C: -2.512 -2.187 -1.703  -0.128
H: -0.171 -4.631 -2.172  0.116
H: -1.858 -5.363 -3.839  0.131
H: -3.963 -4.069 -4.140  0.132
H: -4.374 -2.028 -2.768  0.125
H: -2.668 -1.276 -1.115  0.078
H: 3.107 -0.067 -3.998  0.025
H: 2.487 -0.078 -4.439  0.010
C: 2.259 0.222 4.014  0.007
N: 0.790 0.084 3.945  0.082
C: 0.115 0.006 2.806  -0.584
N: -1.246 -0.098 2.799  0.208
O: 0.866 0.023 1.757  -0.227
H: 2.722 0.243 3.030  0.089
H: 2.650 -0.623 4.584  0.102
H: 2.483 1.150 4.542  0.101
H: 0.282 0.062 4.788  0.145
H: -1.795 -0.173 1.946  0.085
H: -1.720 -0.114 3.675  0.131

The charge is +3. The HOMO-LUMO gap is 5.85 eV. The calculation puts the energy at -2990.39209 hartree. The HOMO energy comes out at -16.853 eV. Its multiplicity is 1. For the lowest unoccupied orbital energy, the calculation gives -11.0 eV.